1.
Computed, not measured: C5H15N3 in the gas phase, with the ωB97M-V functional and the def2-TZVPD basis.

Properties
E_LUMO = 1.03 eV
gap between HOMO and LUMO = 9.91 eV
HOMO energy = -8.88 eV
SMILES = C[C@H](N)CNCCN

Atoms and positions in Å:
C -1.6643 1.3337 0.4260
C -1.9387 -0.1523 0.5055
N -1.7882 -0.7498 1.8396
C -1.3397 -0.8782 -0.6654
N 0.0524 -1.1107 -0.1775
C 1.0803 -0.2831 -0.8037
C 2.4591 -0.1995 -0.1986
N 3.0583 1.2245 -0.2970
H -0.7019 1.7397 0.5538
H -1.9117 1.7339 -0.4629
H -2.0976 1.8741 1.2637
H -3.0695 -0.1104 0.3097
H -2.4866 -1.4264 2.2328
H -0.7964 -1.2395 1.8018
H -1.3961 -0.2869 -1.6015
H -1.9533 -1.7422 -1.0306
H 0.4485 -2.0754 -0.1200
H 0.6966 0.7954 -0.6455
H 1.2024 -0.4628 -1.8402
H 3.2959 -0.8162 -0.5855
H 2.2551 -0.3321 0.8434
H 4.0194 1.2453 -0.5190
H 2.5759 1.9189 -0.8292

=====

2.
Computed, not measured: a molecular structure, C5H15N3, with the ωB97M-V functional and the def2-TZVPD basis.

Properties
E_LUMO = 0.82 eV
gap between HOMO and LUMO = 6.56 eV
HOMO energy = -5.74 eV

Atoms and positions in Å:
C -0.8601 -0.1627 0.3711
C 0.3874 -0.0834 -0.2978
C 1.3880 0.1300 1.4748
C -1.5326 -0.5494 -1.8537
C 0.8048 1.1176 -1.1009
N -1.2163 -1.3783 0.9378
N -1.3958 0.9616 0.9664
N 2.7244 -0.3048 1.2918
H 0.8133 -1.0324 -0.5906
H -2.0872 -1.3944 1.4477
H -1.1477 -2.1308 0.2633
H -2.2267 0.8523 1.5283
H -1.4711 1.8088 0.4246
H 3.2098 0.1845 0.5497
H 2.8002 -1.3027 1.1398
H 0.8808 -0.4523 2.2387
H 1.3326 1.1969 1.6813
H -1.8949 0.4374 -2.1451
H -2.3704 -1.2453 -1.7527
H -0.8545 -0.9501 -2.6093
H 1.7691 1.5163 -0.7722
H 0.8648 0.8493 -2.1542
H 0.0821 1.9319 -1.0391

=====

Verdict on stability: 2 comes out at the bottom.